C66H46IrN6O2S2 as an isolated structure in a non-equilibrium geometry, computed with ωB97M-V/def2-TZVPD.

Its spin multiplicity is 6. Its gap between HOMO and LUMO (spin up / spin down) is 4.743 / 5.225 eV. Its charge is 0. The relative energy (zero: lowest compared OMol25 entry of this formula, charge and spin) comes out at 352.7 kJ/mol. The HOMO energy (spin up / spin down) is -5.244 / -6.931 eV. The expectation value of S² is 8.844.

Each line ends with the Löwdin charge.
Positions of all 123 atoms, in Å:
Ir -0.934 0.141 -1.238  1.302
C -0.564 6.646 1.469  -0.088
C -0.684 6.132 0.187  -0.076
C -0.513 4.781 -0.038  -0.031
C -0.260 3.911 1.023  -0.171
C -0.176 4.430 2.310  -0.048
C -0.298 5.792 2.525  -0.071
C -0.157 2.467 0.749  -0.101
C 0.731 1.988 -0.181  -0.256
C 1.781 2.686 -0.878  0.027
C 2.609 1.820 -1.474  0.063
C 2.207 0.396 -1.136  -0.430
C 2.169 -0.505 -2.354  -0.031
C 3.365 -1.218 -2.746  -0.207
C 4.668 -0.741 -2.553  -0.032
C 5.750 -1.426 -3.066  -0.074
C 5.574 -2.622 -3.744  -0.083
C 4.298 -3.146 -3.878  -0.073
C 3.209 -2.455 -3.395  -0.040
C 1.106 -0.492 -3.277  -0.236
N -0.194 -0.209 -3.011  -0.081
C -0.874 -0.082 -4.194  -0.216
C -2.265 0.167 -4.263  -0.026
C -2.878 0.806 -5.435  -0.169
C -2.695 0.452 -6.770  -0.031
C -3.223 1.234 -7.783  -0.078
C -3.960 2.371 -7.491  -0.085
C -4.201 2.704 -6.168  -0.072
C -3.667 1.932 -5.158  -0.027
C -3.142 -0.043 -3.173  -0.275
C -4.529 -0.349 -3.256  -0.016
C -4.943 -0.702 -2.000  -0.009
C -3.842 -0.516 -1.113  -0.219
N -2.764 -0.144 -1.863  -0.098
C -3.798 -0.594 0.308  -0.056
C -2.836 0.162 1.030  -0.261
C -2.928 0.687 2.349  -0.009
C -1.917 1.613 2.486  -0.026
C -1.186 1.610 1.280  -0.311
N -1.758 0.715 0.433  -0.144
C -4.646 -1.484 1.091  -0.173
C -3.982 -2.248 2.062  -0.040
C -4.646 -3.202 2.802  -0.082
C -6.001 -3.412 2.601  -0.096
C -6.680 -2.641 1.671  -0.085
C -6.018 -1.680 0.927  -0.028
C 0.053 -0.292 -5.259  -0.008
C 1.255 -0.611 -4.700  -0.010
N 0.903 0.590 -0.443  -0.342
H -0.686 7.705 1.644  0.101
H -0.915 6.791 -0.639  0.104
H -0.602 4.383 -1.039  0.121
H 0.002 3.767 3.141  0.103
H -0.184 6.191 3.521  0.105
H 1.867 3.758 -0.891  0.122
H 3.498 2.028 -2.038  0.120
H 4.830 0.179 -2.013  0.105
H 6.744 -1.018 -2.949  0.103
H 6.425 -3.146 -4.155  0.099
H 4.154 -4.102 -4.360  0.104
H 2.218 -2.877 -3.474  0.124
H -2.167 -0.454 -7.022  0.108
H -3.059 0.960 -8.815  0.103
H -4.353 2.989 -8.285  0.101
H -4.799 3.572 -5.924  0.106
H -3.837 2.205 -4.126  0.122
H -5.113 -0.343 -4.156  0.113
H -5.925 -1.033 -1.733  0.087
H -3.684 0.451 3.072  0.107
H -1.705 2.210 3.349  0.096
H -2.921 -2.099 2.202  0.115
H -4.107 -3.793 3.532  0.103
H -6.518 -4.170 3.172  0.098
H -7.741 -2.785 1.526  0.100
H -6.571 -1.054 0.244  0.101
H -0.163 -0.220 -6.305  0.091
H 2.167 -0.835 -5.219  0.111
C 3.507 1.056 7.171  -0.026
C 3.273 1.042 5.668  -0.392
C 1.860 1.177 5.289  0.048
C 1.608 0.551 3.998  -0.187
C 3.298 0.513 2.696  -0.244
C 4.693 0.753 2.743  0.040
C 4.927 0.737 4.204  -0.164
S 3.235 -1.487 0.555  0.963
O 3.174 -0.026 -0.179  -0.298
O 3.834 -2.494 -0.274  -0.350
N 1.526 -1.746 0.380  -0.464
C 0.960 -2.983 0.679  -0.273
C 1.618 -3.846 1.528  -0.027
C 1.051 -5.068 1.895  -0.060
C -0.191 -5.405 1.429  -0.033
C -0.871 -4.569 0.521  -0.149
C -2.113 -4.932 -0.036  -0.002
C -2.629 -4.170 -1.049  -0.026
C -1.938 -3.019 -1.447  -0.116
N -0.862 -2.558 -0.848  0.115
C -0.295 -3.333 0.108  -0.156
H 2.875 0.309 7.647  0.083
H 3.248 2.031 7.577  0.085
H 4.544 0.838 7.414  0.083
H 1.204 1.901 5.737  0.117
H 0.587 0.249 3.775  0.115
H 5.229 1.415 2.089  0.113
H 5.955 0.586 4.532  0.137
H 2.589 -3.549 1.897  0.094
H 1.593 -5.722 2.562  0.109
H -0.656 -6.334 1.722  0.112
H -2.612 -5.822 0.317  0.119
H -3.551 -4.430 -1.541  0.111
H -2.284 -2.459 -2.301  0.104
S 0.751 -0.402 1.011  1.129
C 2.308 1.454 2.933  -0.115
C 2.789 -0.434 3.768  -0.140
C 3.830 -0.152 4.860  -0.112
C 4.276 2.020 4.899  -0.128
C 3.645 3.073 4.050  -0.025
C 2.691 2.848 3.141  -0.031
H 2.593 -1.482 3.543  0.127
H 4.161 -1.023 5.418  0.147
H 4.977 2.484 5.592  0.132
H 3.985 4.085 4.228  0.106
H 2.234 3.644 2.574  0.087



A 12-piece molecular cluster, C66H54O27 overall in a non-equilibrium geometry, computed with ωB97M-V/def2-TZVPD.

Its gap between HOMO and LUMO is 8.125 eV. Its charge is 0. The HOMO energy is -9.654 eV. The SMILES is C[C@H]1COC(=O)O1.C[C@H]1COC(=O)O1.C[C@H]1COC(=O)O1.O=C1C=CC(=O)C=C1.O=C1C=CC(=O)C=C1.O=C1C=CC(=O)C=C1.O=C1C=CC(=O)C=C1.O=C1C=CC(=O)C=C1.O=C1C=CC(=O)C=C1.O=C1C=CC(=O)C=C1.O=C1C=CC(=O)C=C1.O=C1C=CC(=O)C=C1.

Each line ends with the Löwdin charge.
Positions of all 147 atoms, in Å:
C 3.689 -17.312 22.394  0.005
C 2.943 -16.147 23.037  -0.333
C 3.780 -14.981 23.194  -0.056
O 2.850 -13.901 22.831  0.060
C 1.830 -14.400 22.201  -0.619
O 0.896 -13.762 21.747  0.119
O 1.920 -15.727 22.117  0.098
H 2.939 -18.007 22.083  0.082
H 4.522 -17.743 22.874  0.078
H 4.061 -16.885 21.468  0.090
H 2.476 -16.439 23.973  0.154
H 4.626 -14.927 22.485  0.139
H 4.194 -14.852 24.206  0.140
C 2.542 -1.564 27.565  -0.021
C 2.786 -2.715 26.653  -0.304
C 3.958 -3.659 26.928  -0.085
O 3.512 -4.988 26.581  0.044
C 2.122 -4.927 26.408  -0.515
O 1.461 -5.900 26.106  0.123
O 1.710 -3.688 26.579  0.086
H 2.078 -1.844 28.549  0.102
H 1.846 -0.855 27.088  0.093
H 3.432 -0.935 27.690  0.096
H 2.786 -2.352 25.614  0.161
H 4.145 -3.619 27.999  0.124
H 4.847 -3.360 26.419  0.126
C -2.592 -14.511 21.943  -0.010
C -2.393 -15.115 23.300  -0.306
C -1.669 -16.453 23.138  -0.036
O -0.365 -16.173 23.720  0.082
C -0.355 -14.954 24.229  -0.601
O 0.646 -14.444 24.741  0.106
O -1.504 -14.338 24.132  0.089
H -3.415 -15.103 21.427  0.123
H -1.659 -14.499 21.370  0.092
H -3.038 -13.524 22.064  0.068
H -3.335 -15.295 23.812  0.129
H -1.529 -16.710 22.072  0.144
H -2.186 -17.195 23.759  0.139
O 0.201 -3.258 30.772  0.067
C 0.483 -4.416 30.437  -0.400
C 1.884 -4.850 30.401  0.036
C 2.123 -6.185 30.206  0.040
C 1.000 -7.055 29.892  -0.376
O 1.198 -8.104 29.303  0.098
C -0.398 -6.553 29.916  0.022
C -0.648 -5.261 30.060  0.010
H 2.567 -3.998 30.358  0.119
H 3.122 -6.619 30.187  0.127
H -1.185 -7.269 29.827  0.112
H -1.592 -4.678 29.992  0.141
O 4.657 -9.250 26.506  0.083
C 5.725 -9.288 25.976  -0.312
C 6.422 -8.013 25.444  0.032
C 7.554 -8.127 24.721  0.007
C 8.268 -9.437 24.670  -0.378
O 9.484 -9.401 24.574  0.093
C 7.518 -10.699 24.888  -0.007
C 6.456 -10.666 25.637  0.045
H 5.980 -7.013 25.506  0.110
H 7.968 -7.248 24.214  0.123
H 7.881 -11.634 24.501  0.117
H 5.842 -11.533 25.858  0.095
O -4.771 -14.058 25.102  0.088
C -5.039 -13.226 24.254  -0.362
C -6.306 -13.276 23.536  -0.003
C -6.726 -12.280 22.805  0.042
C -5.744 -11.178 22.493  -0.348
O -5.955 -10.484 21.500  0.100
C -4.488 -11.030 23.243  0.021
C -4.087 -12.073 23.951  0.028
H -6.916 -14.118 23.764  0.117
H -7.732 -12.191 22.446  0.123
H -3.932 -10.128 23.103  0.102
H -3.087 -12.137 24.423  0.110
O 6.926 -12.960 22.055  0.109
C 6.208 -12.400 21.289  -0.416
C 6.605 -12.320 19.852  0.007
C 5.855 -11.754 18.911  0.031
C 4.463 -11.296 19.335  -0.355
O 3.657 -10.889 18.493  0.082
C 4.051 -11.373 20.741  0.033
C 4.876 -11.914 21.666  0.026
H 7.593 -12.824 19.637  0.140
H 6.074 -11.725 17.863  0.111
H 3.051 -11.052 20.921  0.114
H 4.505 -11.934 22.684  0.106
O -2.651 -7.861 22.039  0.092
C -1.888 -7.065 22.570  -0.381
C -0.443 -7.194 22.437  0.016
C 0.380 -6.167 22.763  0.041
C -0.128 -4.887 23.354  -0.376
O 0.525 -3.876 23.517  0.097
C -1.595 -4.850 23.674  0.042
C -2.425 -5.861 23.329  0.027
H -0.191 -8.147 21.956  0.132
H 1.441 -6.079 22.522  0.127
H -1.933 -3.994 24.194  0.107
H -3.453 -5.988 23.564  0.095
O -2.775 -6.322 27.896  0.088
C -3.778 -6.663 27.281  -0.352
C -5.104 -6.605 27.878  0.038
C -6.120 -7.283 27.296  0.040
C -5.953 -7.687 25.925  -0.380
O -6.931 -7.752 25.182  0.102
C -4.613 -7.838 25.326  0.017
C -3.592 -7.318 25.947  0.011
H -5.225 -6.188 28.867  0.122
H -7.085 -7.382 27.745  0.123
H -4.688 -8.185 24.333  0.103
H -2.576 -7.278 25.585  0.104
O -1.676 -9.892 25.431  0.070
C -0.483 -9.998 25.201  -0.385
C 0.071 -11.175 24.498  0.050
C 1.244 -11.055 23.827  0.070
C 2.105 -9.882 24.154  -0.405
O 3.231 -9.930 23.782  0.121
C 1.551 -8.804 24.970  0.029
C 0.375 -8.920 25.616  0.017
H -0.540 -12.037 24.321  0.089
H 1.596 -11.766 23.078  0.101
H 2.084 -7.865 25.279  0.120
H 0.039 -8.251 26.376  0.116
O -1.256 -15.339 27.059  0.087
C -2.067 -14.506 27.412  -0.373
C -1.778 -13.107 27.033  -0.010
C -2.684 -12.201 27.362  0.037
C -3.972 -12.619 28.060  -0.338
O -4.923 -11.845 28.119  0.072
C -4.244 -14.039 28.465  0.020
C -3.318 -14.920 28.113  0.020
H -0.894 -13.072 26.373  0.114
H -2.611 -11.171 27.006  0.101
H -5.237 -14.283 28.843  0.126
H -3.384 -16.015 28.156  0.127
O 4.038 -13.176 26.177  0.071
C 3.104 -12.984 26.927  -0.349
C 2.338 -14.169 27.455  0.033
C 1.289 -13.972 28.274  0.018
C 0.908 -12.560 28.568  -0.367
O 0.001 -12.348 29.358  0.084
C 1.683 -11.368 28.081  0.042
C 2.753 -11.579 27.329  0.035
H 2.618 -15.185 27.107  0.133
H 0.799 -14.782 28.713  0.099
H 1.267 -10.396 28.266  0.097
H 3.339 -10.833 26.821  0.080



A 11-piece molecular cluster, C66H55F11 overall in a non-equilibrium geometry, computed with ωB97M-V/def2-TZVPD.

Its gap between HOMO and LUMO is 9.463 eV. Its charge is 0. The relative energy (zero: lowest compared OMol25 entry of this formula, charge and spin) comes out at 388.1 kJ/mol. The HOMO energy is -9.032 eV. The SMILES is Fc1ccccc1.Fc1ccccc1.Fc1ccccc1.Fc1ccccc1.Fc1ccccc1.Fc1ccccc1.Fc1ccccc1.Fc1ccccc1.Fc1ccccc1.Fc1ccccc1.Fc1ccccc1.

Each line ends with the Löwdin charge.
Positions of all 132 atoms, in Å:
F -0.837 -5.517 -2.661  0.053
C -0.656 -5.799 -1.362  -0.272
C -0.550 -4.730 -0.470  -0.005
C -0.374 -5.060 0.912  -0.074
C -0.162 -6.403 1.292  -0.102
C -0.108 -7.399 0.362  -0.098
C -0.530 -7.151 -0.944  -0.003
H -0.753 -3.716 -0.782  0.096
H -0.353 -4.264 1.641  0.091
H 0.052 -6.469 2.348  0.101
H -0.049 -8.424 0.697  0.106
H -0.464 -7.960 -1.656  0.110
F -0.623 -1.365 1.632  0.016
C -0.003 -0.409 0.853  -0.235
C -0.230 -0.349 -0.501  -0.037
C 0.386 0.596 -1.257  -0.090
C 1.213 1.527 -0.668  -0.086
C 1.480 1.486 0.701  -0.066
C 0.939 0.455 1.488  0.006
H -0.932 -1.096 -0.841  0.105
H 0.053 0.818 -2.260  0.103
H 1.564 2.277 -1.362  0.095
H 2.090 2.222 1.204  0.090
H 1.207 0.428 2.534  0.087
F 4.109 2.089 -8.093  0.092
C 3.342 1.226 -7.471  -0.322
C 2.889 0.097 -8.175  0.011
C 2.076 -0.817 -7.465  -0.106
C 1.830 -0.658 -6.130  -0.122
C 2.303 0.490 -5.411  -0.042
C 3.008 1.435 -6.167  -0.022
H 3.087 0.042 -9.235  0.111
H 1.683 -1.643 -8.039  0.103
H 1.265 -1.502 -5.762  0.103
H 2.110 0.530 -4.349  0.094
H 3.533 2.207 -5.624  0.102
F -7.300 -1.534 -4.126  0.063
C -6.256 -1.085 -3.414  -0.273
C -6.473 0.010 -2.529  -0.018
C -5.479 0.546 -1.753  -0.099
C -4.228 -0.020 -1.864  -0.107
C -3.992 -1.089 -2.723  -0.083
C -5.014 -1.677 -3.459  -0.021
H -7.380 0.593 -2.473  0.110
H -5.683 1.421 -1.152  0.109
H -3.455 0.497 -1.315  0.098
H -3.010 -1.536 -2.757  0.101
H -4.917 -2.530 -4.114  0.122
F -4.292 -5.801 2.011  0.067
C -4.675 -4.519 1.955  -0.284
C -5.933 -4.136 2.361  -0.020
C -6.309 -2.809 2.227  -0.107
C -5.430 -1.869 1.782  -0.086
C -4.079 -2.226 1.424  -0.047
C -3.763 -3.575 1.472  -0.014
H -6.687 -4.874 2.592  0.115
H -7.279 -2.459 2.546  0.106
H -5.785 -0.849 1.758  0.096
H -3.325 -1.576 1.005  0.087
H -2.814 -3.994 1.172  0.086
F 6.583 2.128 3.271  0.079
C 6.594 1.519 2.094  -0.319
C 7.721 0.806 1.711  -0.035
C 7.831 0.353 0.452  -0.085
C 6.699 0.432 -0.428  -0.066
C 5.582 1.211 -0.031  -0.063
C 5.529 1.696 1.285  -0.024
H 8.530 0.818 2.427  0.120
H 8.654 -0.184 0.005  0.103
H 6.802 -0.029 -1.399  0.092
H 4.785 1.305 -0.754  0.091
H 4.713 2.338 1.583  0.107
F -0.654 6.775 6.304  0.075
C -0.317 5.545 5.938  -0.296
C -0.925 4.422 6.500  -0.014
C -0.620 3.142 6.023  -0.043
C 0.260 3.102 4.910  -0.110
C 0.916 4.154 4.354  -0.095
C 0.586 5.381 4.885  -0.025
H -1.695 4.652 7.221  0.112
H -1.127 2.252 6.365  0.101
H 0.511 2.235 4.317  0.080
H 1.509 4.157 3.451  0.106
H 0.973 6.323 4.524  0.113
F -1.931 1.427 -4.391  0.024
C -2.345 0.978 -5.621  -0.250
C -3.689 0.813 -5.761  -0.039
C -4.139 0.128 -6.886  -0.066
C -3.252 -0.283 -7.937  -0.074
C -1.879 -0.005 -7.814  -0.080
C -1.415 0.550 -6.613  0.001
H -4.410 1.090 -5.006  0.113
H -5.184 -0.140 -6.938  0.098
H -3.594 -0.803 -8.820  0.092
H -1.207 -0.359 -8.582  0.097
H -0.366 0.555 -6.355  0.078
F 1.382 -4.270 7.499  0.059
C 1.793 -3.188 6.806  -0.303
C 0.876 -2.560 6.034  -0.013
C 1.325 -1.554 5.165  -0.064
C 2.654 -1.079 5.212  -0.070
C 3.518 -1.786 6.043  -0.093
C 3.119 -2.828 6.830  -0.026
H -0.146 -2.910 6.039  0.113
H 0.755 -1.003 4.431  0.073
H 2.892 -0.187 4.650  0.094
H 4.581 -1.605 6.108  0.105
H 3.779 -3.346 7.511  0.122
F 3.610 3.056 -3.233  0.044
C 4.333 4.178 -3.016  -0.275
C 3.782 5.417 -2.855  -0.018
C 4.555 6.542 -2.582  -0.102
C 5.874 6.432 -2.509  -0.129
C 6.530 5.202 -2.629  -0.053
C 5.716 4.069 -2.776  -0.010
H 2.707 5.526 -2.885  0.116
H 4.185 7.551 -2.480  0.113
H 6.484 7.314 -2.379  0.106
H 7.607 5.229 -2.552  0.105
H 6.223 3.139 -2.984  0.108
F -1.810 1.121 3.005  0.037
C -2.714 0.654 3.913  -0.261
C -3.808 1.425 4.199  -0.047
C -4.808 0.999 5.056  -0.084
C -4.730 -0.291 5.568  -0.085
C -3.618 -1.144 5.295  -0.059
C -2.598 -0.673 4.426  -0.004
H -3.890 2.439 3.835  0.118
H -5.493 1.793 5.317  0.105
H -5.387 -0.714 6.313  0.093
H -3.560 -2.188 5.563  0.100
H -1.790 -1.346 4.181  0.090



Electronic energy values, unit Eh, following the record order: -3922.0281 -4578.5402 -3646.3625.